133
Properties=species:S:1:pos:R:3 method="wB97M-V/def2-TZVPD" charge=+1 multiplicity=6 e_homo_ev="-9.14 / -10.21" s_squared=8.80 e_above_lowest_ev=0.779
Ir 0.1959 0.8511 -0.5185
C -2.9854 4.6458 -3.9582
C -3.2324 3.1450 -3.8190
N -2.1352 2.3735 -4.3596
C -2.1539 2.0908 -5.7846
C -2.6390 0.6732 -6.0732
C -1.0886 2.0022 -3.6225
S -1.0766 2.4870 -1.9446
N -0.1214 1.3506 -4.2049
C 0.9917 0.8357 -3.6735
O 1.3638 0.9200 -2.4871
C 1.7977 0.0955 -4.6751
C 2.8996 -0.6590 -4.2730
C 3.6247 -1.3713 -5.2109
C 3.2684 -1.3355 -6.5491
C 2.1868 -0.5707 -6.9535
C 1.4526 0.1408 -6.0268
H -3.8253 5.1969 -3.5468
H -2.8652 4.9289 -5.0018
H -2.0868 4.9242 -3.4132
H -4.1399 2.8603 -4.3523
H -3.3542 2.8886 -2.7634
H -1.1449 2.2263 -6.1790
H -2.8166 2.8198 -6.2532
H -1.9630 -0.0498 -5.6235
H -2.6650 0.5044 -7.1469
H -3.6381 0.5144 -5.6717
H 3.1752 -0.6839 -3.2282
H 4.4756 -1.9581 -4.8985
H 3.8294 -1.8999 -7.2769
H 1.9138 -0.5273 -7.9962
H 0.6110 0.7361 -6.3435
C 2.0411 -7.0404 0.1960
C 2.0456 -5.9615 1.2903
C 1.2186 -6.4346 2.4953
C 3.4887 -5.7406 1.7490
C 1.4301 -4.7045 0.7202
C 2.1465 -3.5206 0.5838
C 1.5307 -2.4047 0.0763
Br 2.5966 -0.8356 -0.1645
C 0.1710 -2.3623 -0.3383
O -0.3971 -1.2922 -0.7417
C -0.5319 -3.6196 -0.2817
C 0.1084 -4.7099 0.2572
C -1.9433 -3.7026 -0.8360
C -1.9256 -3.2450 -2.3043
C -2.8843 -2.7934 -0.0323
C -2.5016 -5.1267 -0.7917
H 2.5281 -7.9424 0.5585
H 2.5807 -6.6842 -0.6790
H 1.0294 -7.2968 -0.1056
H 1.6580 -7.3379 2.9124
H 0.1918 -6.6559 2.2173
H 1.2076 -5.6692 3.2683
H 3.8802 -6.6536 2.1899
H 3.5405 -4.9555 2.4979
H 4.1260 -5.4783 0.9088
H 3.1826 -3.4572 0.8623
H -0.4414 -5.6307 0.3242
H -1.6188 -2.2060 -2.3787
H -2.9220 -3.3413 -2.7290
H -1.2379 -3.8564 -2.8851
H -2.5363 -1.7660 -0.0613
H -2.9416 -3.1225 1.0029
H -3.8822 -2.8304 -0.4621
H -1.8717 -5.8126 -1.3519
H -3.4884 -5.1328 -1.2467
H -2.6068 -5.4820 0.2303
C 0.8215 5.8946 2.2252
C 0.6871 4.7562 1.2109
C 1.6652 4.9063 0.0463
C -0.7396 4.6382 0.7236
C -1.2893 5.6262 -0.0801
C -2.5963 5.5326 -0.5187
C -3.3657 4.4437 -0.1565
C -2.8592 3.4275 0.6488
C -3.7758 2.2675 0.9791
C -3.9632 2.0346 2.4801
C -3.3263 0.9884 0.2722
C -1.5342 3.5409 1.0805
N -0.9207 2.5674 1.9135
B 0.0055 1.4985 1.5234
N 0.5099 1.0681 2.8298
C -0.0379 1.8186 3.8075
C -0.9039 2.7310 3.2512
C 1.4478 0.0497 3.1459
C 2.8145 0.3529 3.0421
C 3.7367 -0.6542 3.2897
C 3.3228 -1.9184 3.6567
C 1.9774 -2.1806 3.8157
C 1.0101 -1.2086 3.5769
C -0.4276 -1.5886 3.8817
C -1.4552 -1.1759 2.8307
C -0.8536 -1.0685 5.2627
C 3.2943 1.7669 2.7964
C 4.2017 1.9008 1.5719
C 4.0081 2.2691 4.0579
H 1.8422 5.9375 2.5989
H 0.1566 5.7318 3.0712
H 0.5751 6.8543 1.7794
H 0.9672 3.8329 1.7243
H 1.5055 5.8320 -0.4992
H 1.5512 4.0665 -0.6392
H 2.6853 4.9002 0.4237
H -0.6866 6.4750 -0.3578
H -3.0172 6.3083 -1.1387
H -4.3890 4.3743 -0.4963
H -4.7605 2.5335 0.5774
H -3.1012 1.5489 2.9262
H -4.8253 1.3925 2.6441
H -4.1383 2.9764 2.9939
H -2.2946 0.7336 0.5325
H -3.3753 1.1181 -0.8062
H -3.9705 0.1592 0.5508
H 0.2263 1.6998 4.8409
H -1.4872 3.4834 3.7483
H 4.7900 -0.4403 3.2132
H 4.0519 -2.6871 3.8612
H 1.6573 -3.1568 4.1525
H -0.4399 -2.6831 3.9306
H -1.7099 -0.1243 2.9118
H -2.3716 -1.7441 2.9748
H -1.0828 -1.3707 1.8300
H -1.1171 -0.0143 5.2192
H -0.0590 -1.2012 5.9923
H -1.7276 -1.6143 5.6081
H 2.4300 2.4160 2.6304
H 4.9965 1.1619 1.5776
H 4.6543 2.8894 1.5657
H 3.6299 1.7829 0.6553
H 4.9182 1.7062 4.2434
H 3.3654 2.1701 4.9301
H 4.2707 3.3175 3.9432